{"formula": "C4H8MnO3", "method": "wB97M-V/def2-TZVPD", "e_lumo_ha": [0.0058, -0.0033], "de_lowest_kcal_mol": 6.9, "spin_multiplicity": 6, "total_energy_ev": -41734.7621, "orbital_gap_ev": [6.94, 7.25], "elements": ["C", "H", "H", "H", "O", "C", "H", "H", "O", "C", "C", "O", "Mn", "H", "H", "H"], "coordinates": [[-2.05949, 0.43321, -0.72846], [-2.28164, 1.39300, -0.24288], [-3.07301, 0.00276, -0.78892], [-1.86946, 0.12966, -1.77576], [-1.70439, -0.79252, 0.64741], [-0.99845, -2.00533, 0.29907], [-0.97454, -2.65653, 1.19399], [-1.43727, -2.47936, -0.60475], [2.00206, 0.50837, 0.85763], [1.97187, 1.58264, 0.27095], [0.86124, 1.89650, -0.67855], [0.12376, 0.76642, -0.95218], [0.66391, -0.82464, 0.02009], [2.64719, 2.40168, 0.57580], [1.33220, 2.31832, -1.59224], [0.27716, 2.72420, -0.22271]], "forces_ev_per_a": [[-4.06, -4.07, 1.56], [1.41, -0.27, -0.48], [-0.38, 0.10, 0.81], [1.59, 0.92, 0.92], [-0.06, 2.57, -2.16], [0.46, 0.08, -0.84], [-0.44, 0.25, -0.54], [0.07, -0.12, 0.74], [1.05, 0.39, -0.05], [-0.78, 0.92, 0.96], [0.25, -0.90, -0.82], [1.71, 1.33, -0.35], [-1.07, -0.98, 0.16], [0.22, -0.30, -0.14], [-0.09, 0.14, 0.19], [0.13, -0.07, 0.04]], "mulliken_spin": [-0.009, -0.001, 0.002, 0.001, 0.027, -0.194, 0.012, 0.019, -0.010, 0.011, 0.005, 0.036, 5.104, 0.003, -0.003, -0.003]}